A structure of composition C58H53ClFGeMoN2O2P3. Source: OMol25; level of theory: ωB97M-V/def2-TZVPD.

The calculation puts the maximum force at 0.066 Eh/bohr. For the LUMO energy (spin up / spin down), the calculation gives -5.894 / -6.713 eV. The value obtained for the HOMO energy (spin up / spin down) is -12.99 / -13.24 eV. As for the molar mass: 1125.997 g/mol. The calculation puts the total energy at -169543.9379 eV.

ORCA input file:
```
! RIJCOSX wB97M-V def2-TZVPD def2/J DEFGRID3
* xyz 2 3
Mo 0.8395 -0.2363 -0.6611
F -4.2463 0.0626 2.6827
Ge -2.7466 -0.0995 1.7288
C -1.5544 0.1136 3.3281
C -2.2273 0.1470 4.5484
C -1.5521 0.1576 5.7532
C -0.1680 0.1154 5.7627
C 0.5120 0.0861 4.5641
C -0.1675 0.1003 3.3390
P 0.9590 0.1341 1.8923
C 1.9184 1.6389 2.3082
C 1.5278 2.5446 3.2929
C 2.3343 3.6263 3.5969
C 3.5368 3.8161 2.9389
C 3.9189 2.9314 1.9431
C 3.1012 1.8642 1.6158
C 1.9634 -1.2866 2.4706
C 3.2695 -1.2027 2.9321
C 3.8937 -2.3302 3.4427
C 3.2232 -3.5407 3.5002
C 1.9086 -3.6208 3.0664
C 1.2826 -2.5003 2.5559
C -3.2132 1.4095 0.4476
C -4.5381 1.8130 0.6331
C -5.0639 2.9380 0.0356
C -4.2631 3.6956 -0.7993
C -2.9721 3.2804 -1.0380
C -2.4230 2.1370 -0.4373
P -0.6754 1.8865 -1.0149
C -0.9735 2.0121 -2.8196
C 0.0672 2.3390 -3.6870
C -0.1602 2.4340 -5.0491
C -1.4195 2.1810 -5.5675
C -2.4390 1.7908 -4.7167
C -2.2209 1.7019 -3.3550
C -0.2029 3.5673 -0.4597
C -0.0244 4.6416 -1.3242
C 0.1509 5.9129 -0.8058
C 0.1469 6.1201 0.5641
C -0.0370 5.0501 1.4244
C -0.2221 3.7779 0.9142
C -3.1868 -1.9998 1.2456
C -4.1672 -2.6512 1.9885
C -4.6687 -3.8751 1.5841
C -4.2015 -4.4693 0.4200
C -3.2000 -3.8555 -0.3048
C -2.6820 -2.6275 0.1173
P -1.3396 -1.8932 -0.8688
C -2.1821 -2.0908 -2.4739
C -3.3162 -1.2907 -2.6010
C -4.0542 -1.3107 -3.7684
C -3.6662 -2.1339 -4.8145
C -2.5502 -2.9440 -4.6825
C -1.8026 -2.9251 -3.5178
C -0.0559 -3.2442 -0.6661
C 1.0331 -3.3464 -1.6698
C 2.1642 -4.1594 -1.0301
C 1.7706 -5.4339 -0.3854
C 0.5932 -5.4302 0.3173
C -0.2576 -4.3367 0.2753
H -3.3032 0.1685 4.5639
H -2.1053 0.1875 6.6788
H 0.3781 0.1085 6.6929
H 1.5927 0.0625 4.5715
H 0.6084 2.4128 3.8414
H 2.0289 4.3136 4.3697
H 4.1720 4.6502 3.1910
H 4.8588 3.0736 1.4327
H 3.3557 1.1784 0.8238
H 3.7931 -0.2580 2.9146
H 4.9031 -2.2572 3.8157
H 3.7184 -4.4179 3.8907
H 1.3702 -4.5528 3.1425
H 0.2402 -2.5509 2.2467
H -5.1795 1.2391 1.2791
H -6.0836 3.2250 0.2363
H -4.6389 4.5902 -1.2682
H -2.3704 3.8628 -1.7207
H 1.0559 2.5196 -3.2931
H 0.6527 2.7015 -5.7081
H -1.6043 2.2725 -6.6270
H -3.4145 1.5574 -5.1119
H -3.0381 1.4158 -2.7110
H -0.0339 4.4964 -2.3952
H 0.2635 6.7497 -1.4775
H 0.2661 7.1169 0.9603
H -0.0639 5.2101 2.4899
H -0.4184 2.9424 1.5787
H -4.5524 -2.1861 2.8815
H -5.4391 -4.3575 2.1665
H -4.6155 -5.4077 0.0842
H -2.8177 -4.3215 -1.2041
H -3.6198 -0.6651 -1.7674
H -4.9334 -0.6920 -3.8604
H -4.2298 -2.1401 -5.7349
H -2.2565 -3.5964 -5.4916
H -0.9384 -3.5663 -3.4366
H 0.9761 -3.0731 -2.7124
H 3.0825 -4.2302 -1.6130
H 2.4307 -6.2815 -0.4201
H 0.3028 -6.2877 0.9064
H -1.1425 -4.3217 0.8874
O 2.1837 2.7780 -1.3266
H 2.8209 2.8283 -2.0478
H 2.4144 3.4791 -0.7117
O 2.2600 -3.0881 -0.0306
N 1.1925 -2.3816 -0.5968
Cl 0.4021 -0.6258 -2.9883
C 3.8412 -1.2849 -2.4305
C 3.8769 -0.2516 -1.2781
C 4.7178 -0.8418 -0.1261
C 4.5851 1.0059 -1.8198
N 2.5553 -0.0345 -0.8732
H 4.7603 -1.2156 -3.0051
H 3.0002 -1.0825 -3.0933
H 3.7718 -2.2901 -2.0296
H 5.6157 -1.2917 -0.5423
H 4.1452 -1.6029 0.4008
H 5.0199 -0.0687 0.5737
H 5.6230 0.7542 -2.0238
H 4.5680 1.8150 -1.0961
H 4.1241 1.3198 -2.7536
*
```

Results of the Löwdin charge analysis, in e, for atoms 1 through 99: atom 1 (Mo): 1.017, atom 2 (F): -0.302, atom 3 (Ge): 1.029, atom 4 (C): -0.239, atom 5 (C): -0.082, atom 6 (C): -0.037, atom 7 (C): -0.036, atom 8 (C): -0.104, atom 9 (C): -0.393, atom 10 (P): 1.034, atom 11 (C): -0.355, atom 12 (C): -0.099, atom 13 (C): -0.054, atom 14 (C): -0.044, atom 15 (C): -0.055, atom 16 (C): -0.131, atom 17 (C): -0.382, atom 18 (C): -0.095, atom 19 (C): -0.049, atom 20 (C): -0.045, atom 21 (C): -0.058, atom 22 (C): -0.118, atom 23 (C): -0.234, atom 24 (C): -0.097, atom 25 (C): -0.040, atom 26 (C): -0.031, atom 27 (C): -0.107, atom 28 (C): -0.371, atom 29 (P): 1.030, atom 30 (C): -0.441, atom 31 (C): -0.173, atom 32 (C): -0.062, atom 33 (C): -0.050, atom 34 (C): -0.052, atom 35 (C): -0.110, atom 36 (C): -0.394, atom 37 (C): -0.098, atom 38 (C): -0.051, atom 39 (C): -0.054, atom 40 (C): -0.058, atom 41 (C): -0.103, atom 42 (C): -0.247, atom 43 (C): -0.074, atom 44 (C): -0.037, atom 45 (C): -0.039, atom 46 (C): -0.096, atom 47 (C): -0.423, atom 48 (P): 1.037, atom 49 (C): -0.431, atom 50 (C): -0.111, atom 51 (C): -0.062, atom 52 (C): -0.050, atom 53 (C): -0.052, atom 54 (C): -0.113, atom 55 (C): -0.392, atom 56 (C): -0.152, atom 57 (C): -0.175, atom 58 (C): 0.041, atom 59 (C): -0.050, atom 60 (C): -0.020, atom 61 (H): 0.099, atom 62 (H): 0.119, atom 63 (H): 0.120, atom 64 (H): 0.113, atom 65 (H): 0.111, atom 66 (H): 0.119, atom 67 (H): 0.117, atom 68 (H): 0.113, atom 69 (H): 0.046, atom 70 (H): 0.104, atom 71 (H): 0.116, atom 72 (H): 0.116, atom 73 (H): 0.112, atom 74 (H): 0.103, atom 75 (H): 0.096, atom 76 (H): 0.119, atom 77 (H): 0.120, atom 78 (H): 0.107, atom 79 (H): 0.081, atom 80 (H): 0.114, atom 81 (H): 0.115, atom 82 (H): 0.112, atom 83 (H): 0.091, atom 84 (H): 0.106, atom 85 (H): 0.115, atom 86 (H): 0.114, atom 87 (H): 0.110, atom 88 (H): 0.088, atom 89 (H): 0.105, atom 90 (H): 0.119, atom 91 (H): 0.119, atom 92 (H): 0.119, atom 93 (H): 0.100, atom 94 (H): 0.117, atom 95 (H): 0.115, atom 96 (H): 0.116, atom 97 (H): 0.094, atom 98 (H): 0.095, atom 99 (H): 0.151